Record 1
ORCA calculation (wB97M-V/def2-TZVPD) on a 3-piece molecular cluster, C22H48BrN7O3P overall in a non-equilibrium geometry.

Element x y z (Å)
N1 5.03 -5.64 5.01
C1 5.55 -4.85 3.98
N2 4.70 -3.59 3.56
C2 5.49 -2.49 3.53
N3 6.42 -2.28 2.63
Br1 6.69 -3.35 1.17
N4 5.32 -1.57 4.54
C3 4.36 -2.28 5.48
C4 3.61 -3.12 4.48
P1 2.20 -4.26 4.99
N5 1.73 -4.86 3.48
O1 1.17 -2.99 5.12
H1 4.19 -6.16 4.79
H2 4.95 -5.21 5.92
H3 5.64 -5.45 3.08
H4 6.55 -4.50 4.24
H5 7.02 -1.47 2.71
H6 4.91 -0.70 4.20
H7 4.99 -2.85 6.17
H8 3.76 -1.56 6.02
H9 3.07 -2.37 3.89
H10 2.28 -5.64 3.14
H11 1.60 -4.18 2.74
H12 0.61 -3.09 5.90
C5 -2.59 1.07 2.21
C6 -1.30 1.65 1.60
C7 -1.26 1.41 0.08
C8 -1.01 -0.05 -0.30
C9 0.24 -0.60 0.38
C10 0.22 -0.41 1.90
N6 -0.08 1.02 2.21
O2 0.97 1.76 2.11
C11 -0.80 -1.36 2.54
C12 1.58 -0.74 2.50
C13 -1.27 3.14 1.89
H13 -3.33 1.87 2.28
H14 -3.03 0.28 1.61
H15 -2.42 0.69 3.22
H16 -0.46 2.03 -0.35
H17 -2.19 1.76 -0.36
H18 -1.88 -0.66 -0.06
H19 -0.89 -0.11 -1.39
H20 0.36 -1.66 0.16
H21 1.12 -0.08 -0.02
H22 -0.90 -1.16 3.61
H23 -0.44 -2.39 2.43
H24 -1.78 -1.32 2.08
H25 2.37 -0.15 2.03
H26 1.80 -1.80 2.34
H27 1.59 -0.53 3.57
H28 -1.27 3.32 2.97
H29 -2.17 3.59 1.47
H30 -0.40 3.63 1.46
C14 -4.11 1.68 -6.55
C15 -4.11 2.03 -5.05
C16 -4.26 3.54 -4.84
C17 -3.02 4.34 -5.21
C18 -1.78 3.80 -4.49
C19 -1.57 2.30 -4.70
N7 -2.85 1.58 -4.37
O3 -2.99 1.40 -3.11
C20 -1.11 2.03 -6.14
C21 -0.49 1.78 -3.77
C22 -5.28 1.29 -4.40
H31 -5.11 1.40 -6.85
H32 -3.80 2.51 -7.18
H33 -3.46 0.83 -6.75
H34 -4.50 3.72 -3.78
H35 -5.12 3.88 -5.42
H36 -2.86 4.33 -6.29
H37 -3.17 5.39 -4.94
H38 -0.88 4.33 -4.82
H39 -1.89 3.99 -3.41
H40 -1.06 0.96 -6.33
H41 -0.10 2.43 -6.26
H42 -1.73 2.49 -6.90
H43 -0.72 2.01 -2.73
H44 0.47 2.23 -4.02
H45 -0.39 0.69 -3.86
H46 -5.16 0.21 -4.52
H47 -6.20 1.60 -4.91
H48 -5.37 1.52 -3.35

- Multiplicity: 3
- HOMO (spin up / spin down): -9.50 / -10.67 eV
- LUMO energy (spin up / spin down): -3.6 / -3.6 eV
- Gap between HOMO and LUMO (spin up / spin down): 5.901 / 7.072 eV
- Energy relative to the best compared isomer or geometry (same formula, charge and spin): 0.00 kJ/mol
- Net charge: +1

Here are the Mulliken charges for atoms 1 to 6, given in e: atom 1 (N): -0.457, atom 2 (C): -0.784, atom 3 (N): 0.210, atom 4 (C): 0.584, atom 5 (N): -0.309, atom 6 (Br): 0.095

***

Record 2
ORCA calculation (wB97M-V/def2-TZVPD) on C22H48CuN2O4 as an isolated structure in a non-equilibrium geometry.

Element x y z (Å)
Cu1 -0.50 2.58 0.80
C1 2.87 1.71 5.40
C2 3.70 2.78 4.73
O1 3.09 3.91 4.12
H1 2.24 1.13 4.73
H2 2.31 2.21 6.19
H3 3.47 0.95 5.91
H4 4.17 2.20 3.93
H5 4.46 3.08 5.45
C3 -4.13 6.99 -0.48
C4 -4.02 6.48 0.85
O2 -2.80 6.59 1.46
H6 -3.70 7.99 -0.47
H7 -5.18 6.94 -0.76
H8 -3.51 6.47 -1.22
H9 -4.34 5.44 0.80
H10 -4.82 6.81 1.52
C5 -5.44 -3.08 0.63
C6 -5.26 -1.51 0.66
C7 -6.73 -0.78 0.66
C8 -7.47 -1.05 2.03
C9 -6.58 -0.58 3.24
C10 -5.15 -0.99 3.22
N1 -4.52 -0.98 1.84
O3 -3.24 -1.37 1.67
C11 -4.25 -0.06 4.10
C12 -5.06 -2.31 3.86
C13 -4.58 -1.14 -0.73
H11 -4.95 -3.55 -0.23
H12 -6.47 -3.43 0.62
H13 -5.00 -3.64 1.46
H14 -6.54 0.27 0.41
H15 -7.41 -1.12 -0.11
H16 -7.69 -2.12 2.05
H17 -8.47 -0.60 2.06
H18 -7.24 -0.99 4.00
H19 -6.57 0.51 3.17
H20 -3.33 -0.65 4.14
H21 -3.95 0.84 3.57
H22 -4.91 0.06 4.96
H23 -4.08 -2.78 3.90
H24 -5.57 -2.42 4.81
H25 -5.60 -2.94 3.15
H26 -5.25 -1.11 -1.59
H27 -3.70 -1.73 -1.00
H28 -4.07 -0.20 -0.53
H29 -3.37 -2.32 1.65
C14 5.76 1.56 -3.87
C15 5.54 0.04 -4.10
C16 6.86 -0.65 -4.60
C17 6.93 -2.05 -4.50
C18 6.96 -2.46 -3.04
C19 5.65 -1.95 -2.39
N2 5.11 -0.65 -2.81
O4 4.11 0.00 -2.05
C20 4.58 -2.94 -2.77
C21 5.67 -2.05 -0.81
C22 4.42 -0.24 -5.15
H30 5.74 2.12 -4.80
H31 6.75 1.67 -3.42
H32 5.00 1.94 -3.18
H33 7.10 -0.40 -5.64
H34 7.69 -0.11 -4.15
H35 7.70 -2.36 -5.21
H36 6.03 -2.44 -4.97
H37 7.86 -2.11 -2.53
H38 7.11 -3.51 -2.79
H39 4.07 -2.75 -3.71
H40 4.70 -4.02 -2.80
H41 3.67 -2.74 -2.21
H42 6.45 -1.34 -0.54
H43 4.77 -1.73 -0.29
H44 6.03 -3.04 -0.50
H45 3.55 -0.81 -4.82
H46 4.76 -0.70 -6.08
H47 3.97 0.69 -5.50
H48 4.59 0.55 -1.43

- HOMO: -3.17 eV
- LUMO energy: -0.4 eV
- Gap between HOMO and LUMO: 2.749 eV
- Energy relative to the best compared isomer or geometry (same formula, charge and spin): 819.15 kJ/mol
- Net charge: -1

Here are the Mulliken charges for atoms 1 to 6, given in e: atom 1 (Cu): 0.454, atom 2 (C): -0.873, atom 3 (C): -0.243, atom 4 (O): -0.769, atom 5 (H): 0.238, atom 6 (H): 0.252

***

Record 3
ORCA calculation (wB97M-V/def2-TZVPD) on C22H49N2OP3RuS as an isolated structure in a non-equilibrium geometry.

Element x y z (Å)
Ru1 0.78 0.84 -1.57
P1 1.83 0.96 0.35
P2 -0.97 2.04 -0.82
P3 2.41 -0.30 -2.64
H1 -1.58 -2.15 0.07
C1 -0.84 -2.87 -0.26
C2 0.36 -2.83 0.35
H2 0.54 -1.98 1.04
C3 1.24 1.31 2.09
C4 2.59 2.60 0.14
C5 3.22 -0.06 1.03
C6 -2.67 1.46 -0.99
C7 -1.19 3.21 0.53
C8 -0.64 2.91 -2.39
C9 3.01 -1.97 -2.14
C10 3.86 0.81 -2.69
C11 1.92 -0.65 -4.35
H3 -1.05 -3.48 -1.13
H4 1.24 -3.25 -0.13
H5 1.23 0.41 2.72
H6 0.25 1.77 2.13
H7 1.97 2.01 2.56
H8 1.80 3.33 -0.10
H9 3.33 2.59 -0.65
H10 3.06 2.90 1.08
H11 2.85 -1.04 1.37
H12 3.65 0.43 1.92
H13 4.03 -0.21 0.32
H14 -3.00 1.62 -2.02
H15 -3.30 2.03 -0.30
H16 -2.79 0.40 -0.73
H17 -2.01 3.88 0.26
H18 -0.31 3.82 0.74
H19 -1.47 2.67 1.44
H20 -1.31 3.78 -2.40
H21 -0.83 2.25 -3.24
H22 0.42 3.20 -2.41
H23 3.96 -2.21 -2.63
H24 2.27 -2.73 -2.43
H25 3.15 -2.04 -1.06
H26 4.55 0.45 -3.45
H27 4.37 0.86 -1.72
H28 3.52 1.83 -2.97
H29 2.79 -0.51 -4.99
H30 1.12 0.03 -4.65
H31 1.56 -1.69 -4.44
C12 -1.38 -1.25 -3.45
C13 -2.38 -0.55 -4.15
C14 -2.91 -1.18 -5.27
C15 -2.61 -2.51 -5.55
C16 -1.65 -3.19 -4.80
C17 -0.93 -2.53 -3.80
O1 -1.02 -0.69 -2.25
H32 -0.14 -0.99 -1.79
H33 -2.59 0.47 -3.80
H34 -3.58 -0.57 -5.90
H35 -3.11 -3.05 -6.36
H36 -1.43 -4.23 -5.01
H37 -0.03 -2.88 -3.31
C18 -3.11 1.48 4.14
N1 -2.07 0.66 4.75
C19 -1.18 1.41 5.67
C20 -1.49 -0.29 3.93
S1 -1.86 -0.40 2.29
N2 -0.57 -1.08 4.56
C21 -0.74 -1.40 5.98
C22 0.17 -2.08 3.80
H38 -3.63 2.02 4.93
H39 -3.81 0.84 3.60
H40 -2.71 2.21 3.43
H41 -1.39 1.10 6.70
H42 -0.12 1.23 5.43
H43 -1.41 2.48 5.57
H44 -0.64 -2.48 6.12
H45 0.04 -0.91 6.59
H46 -1.73 -1.07 6.32
H47 0.86 -1.61 3.10
H48 0.75 -2.69 4.49
H49 -0.50 -2.72 3.23

- Multiplicity: 5
- HOMO (spin up / spin down): -19.84 / -19.62 eV
- LUMO energy (spin up / spin down): -11.6 / -15.6 eV
- Gap between HOMO and LUMO (spin up / spin down): 8.230 / 4.036 eV
- Energy relative to the best compared isomer or geometry (same formula, charge and spin): 198.50 kJ/mol
- Net charge: +4

Here are the Mulliken charges for atoms 1 to 6, given in e: atom 1 (Ru): -0.411, atom 2 (P): 1.462, atom 3 (P): 1.265, atom 4 (P): 1.021, atom 5 (H): 0.066, atom 6 (C): -0.682

***

What did the first record say?
ORCA calculation (wB97M-V/def2-TZVPD) on a 3-piece molecular cluster, C22H48BrN7O3P overall in a non-equilibrium geometry.

Element x y z (Å)
N1 5.03 -5.64 5.01
C1 5.55 -4.85 3.98
N2 4.70 -3.59 3.56
C2 5.49 -2.49 3.53
N3 6.42 -2.28 2.63
Br1 6.69 -3.35 1.17
N4 5.32 -1.57 4.54
C3 4.36 -2.28 5.48
C4 3.61 -3.12 4.48
P1 2.20 -4.26 4.99
N5 1.73 -4.86 3.48
O1 1.17 -2.99 5.12
H1 4.19 -6.16 4.79
H2 4.95 -5.21 5.92
H3 5.64 -5.45 3.08
H4 6.55 -4.50 4.24
H5 7.02 -1.47 2.71
H6 4.91 -0.70 4.20
H7 4.99 -2.85 6.17
H8 3.76 -1.56 6.02
H9 3.07 -2.37 3.89
H10 2.28 -5.64 3.14
H11 1.60 -4.18 2.74
H12 0.61 -3.09 5.90
C5 -2.59 1.07 2.21
C6 -1.30 1.65 1.60
C7 -1.26 1.41 0.08
C8 -1.01 -0.05 -0.30
C9 0.24 -0.60 0.38
C10 0.22 -0.41 1.90
N6 -0.08 1.02 2.21
O2 0.97 1.76 2.11
C11 -0.80 -1.36 2.54
C12 1.58 -0.74 2.50
C13 -1.27 3.14 1.89
H13 -3.33 1.87 2.28
H14 -3.03 0.28 1.61
H15 -2.42 0.69 3.22
H16 -0.46 2.03 -0.35
H17 -2.19 1.76 -0.36
H18 -1.88 -0.66 -0.06
H19 -0.89 -0.11 -1.39
H20 0.36 -1.66 0.16
H21 1.12 -0.08 -0.02
H22 -0.90 -1.16 3.61
H23 -0.44 -2.39 2.43
H24 -1.78 -1.32 2.08
H25 2.37 -0.15 2.03
H26 1.80 -1.80 2.34
H27 1.59 -0.53 3.57
H28 -1.27 3.32 2.97
H29 -2.17 3.59 1.47
H30 -0.40 3.63 1.46
C14 -4.11 1.68 -6.55
C15 -4.11 2.03 -5.05
C16 -4.26 3.54 -4.84
C17 -3.02 4.34 -5.21
C18 -1.78 3.80 -4.49
C19 -1.57 2.30 -4.70
N7 -2.85 1.58 -4.37
O3 -2.99 1.40 -3.11
C20 -1.11 2.03 -6.14
C21 -0.49 1.78 -3.77
C22 -5.28 1.29 -4.40
H31 -5.11 1.40 -6.85
H32 -3.80 2.51 -7.18
H33 -3.46 0.83 -6.75
H34 -4.50 3.72 -3.78
H35 -5.12 3.88 -5.42
H36 -2.86 4.33 -6.29
H37 -3.17 5.39 -4.94
H38 -0.88 4.33 -4.82
H39 -1.89 3.99 -3.41
H40 -1.06 0.96 -6.33
H41 -0.10 2.43 -6.26
H42 -1.73 2.49 -6.90
H43 -0.72 2.01 -2.73
H44 0.47 2.23 -4.02
H45 -0.39 0.69 -3.86
H46 -5.16 0.21 -4.52
H47 -6.20 1.60 -4.91
H48 -5.37 1.52 -3.35

- Multiplicity: 3
- HOMO (spin up / spin down): -9.50 / -10.67 eV
- LUMO energy (spin up / spin down): -3.6 / -3.6 eV
- Gap between HOMO and LUMO (spin up / spin down): 5.901 / 7.072 eV
- Energy relative to the best compared isomer or geometry (same formula, charge and spin): 0.00 kJ/mol
- Net charge: +1

Here are the Mulliken charges for atoms 1 to 6, given in e: atom 1 (N): -0.457, atom 2 (C): -0.784, atom 3 (N): 0.210, atom 4 (C): 0.584, atom 5 (N): -0.309, atom 6 (Br): 0.095

***

What is the net charge in the second record? -1

***

energy relative to the best compared isomer or geometry (same formula, charge and spin) of number 1 (C22H48BrN7O3P)? 0.00 kJ/mol

***

Among the records above, which one has the lowest net charge? C22H48CuN2O4